# 1
C18H44N5O2S | ωB97M-V/def2-TZVPD

Its spin multiplicity is 1. The value obtained for the total energy is -1534.23806 hartree. For the gap between HOMO and LUMO, the calculation gives 0.183 Ha. The net charge is +1. The molecular weight comes out at 394.65 u. For the highest occupied orbital energy, the calculation gives -9.7 eV.

Last column: Mulliken charge in e.
Cartesian coordinates (Å):
1 H -1.00909 -1.00347 2.68032  0.14
2 N -0.47369 3.36339 3.07733  0.17
3 C -1.13968 -3.48321 -1.47518  -0.07
4 C 0.97433 3.36746 2.96296  -0.31
5 H -1.56783 2.49318 0.46046  0.27
6 H 1.03640 -3.81627 -1.19803  0.25
7 H -2.88083 -2.62914 -0.69980  0.33
8 H -4.36313 -2.73087 0.78941  0.34
9 C -0.95411 1.83825 1.07695  -0.87
10 N -2.62325 -4.48940 2.83253  -0.33
11 H -2.68388 -6.44936 4.00110  0.21
12 H 1.39360 1.19824 -2.15688  0.42
13 H 2.99464 2.21672 -3.41720  0.44
14 O -3.32739 -1.55997 1.98367  -0.13
15 H 3.56183 -0.15939 -1.80567  0.38
16 H -3.39160 -0.43712 3.65897  0.42
17 C -2.98254 -1.40485 3.38269  -0.27
18 O -0.43195 -2.32037 -1.19141  -0.30
19 H 0.61542 -0.27149 -2.67282  0.28
20 C 0.11030 -3.56594 -0.70363  -0.45
21 H 3.08288 -2.22472 -4.08468  0.22
22 H -1.10803 -3.85352 -2.48921  0.45
23 C 1.91892 -0.57420 -4.95000  -0.69
24 C 3.32959 1.96396 -5.51519  -1.43
25 H -1.39354 4.64987 0.55586  0.25
26 C 1.62970 4.46585 3.78531  -1.46
27 C 3.08840 -1.56756 -4.95405  -0.93
28 H -3.49439 -2.15846 3.97384  0.38
29 H 1.32043 3.45089 1.91961  0.24
30 C 1.58082 0.24126 -2.65171  -0.69
31 H 4.13019 2.70345 -5.50390  0.44
32 H 0.98345 -1.11193 -4.77121  0.34
33 H 2.59354 -1.61384 -2.07101  0.03
34 H 3.02749 -2.20009 -5.84134  0.39
35 H -0.84142 5.35952 3.47841  0.40
36 N 1.96863 0.53562 -4.01504  0.17
37 H 1.28779 4.42729 4.81990  0.34
38 H 1.82308 -0.16175 -5.95683  0.39
39 H -1.66509 -4.31497 3.11782  0.36
40 H 3.60476 1.19846 -6.24122  0.30
41 H -1.24459 6.22878 1.30919  0.38
42 H -0.65813 1.32049 3.13401  0.26
43 H -1.07754 -2.41384 3.74279  0.27
44 C 2.55046 -0.56468 -1.77592  -0.95
45 S -2.97008 -6.21031 2.72050  -0.11
46 H 0.18329 5.22660 1.10067  0.25
47 H -1.77708 -5.05101 0.59227  0.38
48 H 4.05175 -1.05788 -4.98535  0.25
49 H 4.06739 0.88406 -3.81330  0.28
50 H -2.15179 2.17886 2.83316  0.26
51 C -0.88006 5.20118 1.34253  -0.95
52 C -1.08862 2.15696 2.57157  -0.64
53 N -3.87835 -2.83237 1.67230  -0.39
54 H 0.07793 1.91685 0.74022  0.24
55 H 2.41688 2.45196 -5.85820  0.34
56 H 1.32836 2.39773 3.32576  0.41
57 H -3.13772 -4.25231 -1.40697  0.41
58 H 0.09080 -3.57372 0.37877  0.18
59 N -2.37951 -4.23368 0.53304  -0.12
60 H 2.21517 -0.53228 -0.73528  0.39
61 C -1.13377 4.61410 2.73598  -0.71
62 C 3.13819 1.39112 -4.11949  -0.36
63 H -2.20699 4.47070 2.88268  0.36
64 C -2.48417 -3.63591 -0.79500  -0.73
65 H -1.21105 -0.80605 4.42822  0.40
66 H 1.41647 5.45863 3.38914  0.30
67 C -1.47914 -1.41561 3.57049  -0.94
68 H -1.28343 0.81218 0.88416  0.34
69 H 2.71220 4.33779 3.77656  0.44
70 C -2.93165 -3.83987 1.63439  0.35

---

# 2
C18H44N6O3P2S4W | ωB97M-V/def2-TZVPD

Its spin multiplicity is 3. The value obtained for the total energy is -3607.87764 hartree. As for the expectation value of S²: 2.02. For the gap between HOMO and LUMO (spin up / spin down), the calculation gives 0.243 / 0.254 Ha. The net charge is +4. The molecular weight comes out at 766.65 u. For the highest occupied orbital energy (spin up / spin down), the calculation gives -19.9 / -19.9 eV.

Last column: Löwdin spin population.
Cartesian coordinates (Å):
1 H 1.61895 0.71320 4.88073  0.00
2 N -0.17454 -2.85661 -4.24327  0.00
3 H -5.32781 0.89030 0.67882  0.00
4 H 4.96648 0.89840 1.65087  0.00
5 N 0.29378 2.18079 2.78014  0.00
6 H 1.18878 -2.86996 -5.85376  0.00
7 H 2.89724 -3.13736 1.59193  0.00
8 H 4.74599 -0.30500 -1.24848  0.00
9 H 0.00691 3.04510 -1.97711  0.00
10 H -0.44484 -1.83487 0.52376  0.00
11 C -1.44655 -3.05632 -4.91793  0.00
12 H 2.16572 3.04283 2.25928  0.00
13 H 1.22240 2.42260 0.89237  0.00
14 H -0.90137 -2.01537 4.70687  0.00
15 H -1.23182 4.54748 -0.55735  0.00
16 H 1.02880 -4.40772 -5.00845  0.00
17 H 3.90880 -0.31623 2.38739  0.00
18 C -4.24352 0.92187 0.79832  0.01
19 H -3.91067 -0.63084 -2.65212  0.00
20 C -1.26841 -1.04962 4.36009  0.00
21 N -0.12980 -0.16188 4.06519  0.00
22 H -2.27146 -2.78669 -4.26631  0.00
23 H -5.15182 0.42166 -1.98095  0.00
24 H -1.87650 -1.19810 3.47282  0.00
25 O -1.03498 0.14733 1.66941  0.05
26 C 0.41373 -2.49487 0.76942  0.00
27 H -3.63248 1.51790 -3.70506  0.00
28 W -1.09034 0.16201 -0.42892  1.76
29 H -1.88435 -0.61940 5.15037  0.00
30 C -3.74446 2.34302 0.63798  0.01
31 O 1.44439 0.02438 1.95639  0.00
32 S -3.53783 -0.29034 -0.36857  0.02
33 C -3.38913 1.47341 -2.64199  0.01
34 N 1.68303 -1.95061 0.27897  0.00
35 H -0.82445 2.39566 4.56748  0.00
36 H -2.79357 4.04270 -1.17213  0.00
37 H -0.37391 3.90247 3.77169  0.00
38 C 4.07960 0.49877 -0.92966  0.00
39 H 3.31584 0.66059 -1.68870  0.00
40 N 3.46179 0.18605 0.37264  0.00
41 H -1.54424 -4.10232 -5.20616  0.00
42 C 2.81480 -2.87576 0.53503  0.00
43 C -1.79040 3.69248 -0.93976  0.00
44 H 1.75070 -1.84604 -1.98722  0.00
45 H 2.91769 -2.25253 -4.32888  0.00
46 C -0.02745 2.90155 4.02705  0.00
47 C 1.15827 2.92116 1.85662  0.00
48 H -3.71615 2.40675 -2.19351  0.00
49 H 0.73068 3.91412 1.71165  0.00
50 H -1.48601 -2.45695 -5.82912  0.00
51 H 2.66206 -3.74383 -3.41340  0.00
52 C -1.06856 3.12547 -2.14422  0.00
53 N 1.38034 -2.14502 -2.87256  0.00
54 H 1.12658 -0.81477 5.62066  0.00
55 C 2.16430 -2.89178 -3.87421  0.00
56 H 0.22978 0.65827 5.98974  0.00
57 H 3.74555 -2.42407 0.19907  0.00
58 S -1.91447 2.47478 0.42299  -0.01
59 P 0.07290 0.57552 2.66196  0.00
60 S -1.54473 1.41577 -2.56036  -0.01
61 H 0.84214 2.99913 4.67782  0.00
62 H 4.67025 1.40795 -0.82586  0.00
63 C 1.07492 -3.32799 -4.87100  0.00
64 C 0.76194 0.12311 5.20309  0.00
65 C 4.42215 -0.02849 1.47239  0.00
66 P 1.94303 -0.31958 0.47045  0.01
67 S -1.20938 -1.62587 -2.10384  0.01
68 H 0.22906 -3.45324 0.28488  0.00
69 H 5.14964 -0.79893 1.21324  0.00
70 C -4.07478 0.25564 -2.04058  0.01
71 H -3.96306 2.90898 1.54458  0.00
72 C 0.08384 -2.21274 -3.13079  0.01
73 O 1.03556 0.39837 -0.53594  0.10
74 H -1.22825 3.75611 -3.02086  0.00
75 H 0.42097 -2.63694 1.85438  0.00
76 H -4.22253 2.84934 -0.19594  0.00
77 H -4.00581 0.50771 1.77837  0.00
78 H 2.65105 -3.79212 -0.03203  0.00

---

# 3
C18H44N8O4P3 | ωB97M-V/def2-TZVPD

Its spin multiplicity is 1. The value obtained for the total energy is -2474.84649 hartree. For the gap between HOMO and LUMO, the calculation gives 0.168 Ha. The net charge is +1. The molecular weight comes out at 529.52 u. For the highest occupied orbital energy, the calculation gives -9.6 eV.

Last column: Mulliken charge in e.
Cartesian coordinates (Å):
1 H 1.21416 -2.34444 4.63258  0.35
2 H -7.71806 -4.74995 -0.15500  0.47
3 C -2.73902 3.29243 -0.41463  -0.99
4 H -2.39097 2.83779 0.52346  0.27
5 C -6.81378 -2.84072 0.03176  -0.51
6 H -1.55324 5.20672 1.03474  0.38
7 N 1.03194 4.57117 -1.20889  0.18
8 H -3.74504 3.68998 -0.25442  0.34
9 H -2.95043 5.80666 0.13404  0.38
10 H 3.05307 -2.84124 -1.35098  0.31
11 H 5.62195 -1.11303 1.87892  0.30
12 C -6.78337 -4.19121 -0.16589  -0.41
13 H -2.85193 -6.07506 -1.30108  0.12
14 C 2.20108 3.98947 -1.86088  -1.17
15 C -4.37767 -4.10910 -0.31395  0.30
16 H -4.85131 -7.98670 -0.17366  0.38
17 H -1.35832 6.33135 -0.32817  0.23
18 H 1.02284 6.37645 -3.24195  0.32
19 H -1.45543 5.71126 -4.71543  0.37
20 H -5.66721 -1.17234 0.15425  0.30
21 H 3.10651 4.55349 -1.62994  0.41
22 N -0.74019 5.26681 -2.76300  0.06
23 O 1.63502 -2.87317 0.92610  -0.92
24 H 2.08658 4.01454 -2.95150  0.33
25 H 5.45701 0.61630 2.05197  0.38
26 H -0.93594 -3.84287 -0.28354  0.24
27 H 3.67220 -4.59639 0.55415  0.25
28 C -1.02185 4.88141 -4.15485  -1.01
29 H 3.46920 1.76271 1.79346  0.43
30 C 3.89771 -2.29429 -0.91579  -1.15
31 H 2.25574 5.34021 0.31461  0.42
32 C -5.56170 -4.85650 -0.34413  0.57
33 H -0.11658 4.54450 -4.67115  0.33
34 H 2.35008 2.94537 -1.56019  0.23
35 C 5.07625 -0.25210 1.50457  -0.95
36 H 4.81656 -2.61804 -1.40811  0.37
37 H 3.49568 -2.45491 4.87571  0.37
38 N -1.63628 -3.90158 -1.02851  -0.72
39 C -4.45867 -2.74859 -0.15096  -0.56
40 H 3.00980 1.01498 0.24606  0.53
41 H -2.38302 -5.35611 0.81657  0.15
42 C -1.91511 5.46742 0.03184  -1.06
43 N 3.98107 -2.48535 0.52784  0.13
44 H -1.74801 4.06130 -4.17712  0.32
45 H -0.50625 7.26370 -3.30996  0.39
46 H 0.19930 6.88187 -1.75943  0.29
47 H 1.94512 0.89725 1.65734  0.31
48 H 1.42068 3.83591 0.75181  0.16
49 O -0.23198 2.55761 -0.88622  -0.85
50 O -4.97526 -7.15865 0.32363  -0.41
51 P -2.70759 -4.91671 -0.49123  0.46
52 H 3.76903 -1.23037 -1.15045  0.29
53 N 2.56399 -2.11027 3.03232  0.21
54 C 2.99194 0.89471 1.33465  -1.42
55 C 1.32533 4.77873 0.19975  -0.94
56 H 0.46225 -1.98318 3.09149  0.28
57 O -6.22878 -6.78841 -1.49558  -0.45
58 N 3.64469 -0.36079 1.74013  0.04
59 H 4.68710 -3.96253 1.86234  0.28
60 H -2.82499 2.50467 -1.16205  0.30
61 N -5.64493 -2.17892 0.01245  0.04
62 H 5.32735 -0.11607 0.44632  0.31
63 H 5.33866 -4.05987 0.26001  0.39
64 N -1.84055 4.34337 -0.87241  0.27
65 H -3.52932 -2.17337 -0.15893  0.65
66 C 0.04495 6.49289 -2.76135  -0.98
67 C 3.62511 -2.69834 3.81703  -1.06
68 H 4.60781 -2.31371 3.54582  0.23
69 C 4.42293 -3.84087 0.81441  -0.99
70 P 2.62468 -1.78659 1.34715  1.02
71 P -0.43430 3.82299 -1.72162  0.74
72 H 3.63724 -3.79220 3.72939  0.39
73 C 1.27447 -2.53830 3.55892  -0.94
74 H -7.71932 -2.26711 0.20457  0.41
75 H 0.56988 5.38979 0.68824  0.29
76 H 1.09969 -3.60968 3.38889  0.26
77 C -5.62027 -6.35625 -0.54635  0.00

---

no.,F_max (eV/A)
1,1.2
2,1.4
3,7.1